Density functional theory data (wB97M-V/def2-TZVPD) for a molecular structure, C36H36HoN8SSe in a non-equilibrium geometry.

Structure (XYZ):
```
83
Properties=species:S:1:pos:R:3
Ho 11.4176 11.9285 12.7360
C 12.7128 12.9392 15.9670
C 13.1952 11.5130 15.7752
C 12.0081 10.5774 15.7950
C 11.9791 9.5397 16.7341
C 10.8227 8.7540 16.8334
C 9.7950 8.9679 15.8971
C 9.9704 9.9085 14.9298
N 11.0301 10.7157 14.9124
N 12.3030 13.7026 14.7271
C 13.4109 14.5535 14.2382
C 14.3274 13.8164 13.2563
C 15.7035 14.0875 13.2876
C 16.5162 13.4245 12.4124
C 16.0196 12.3877 11.6049
C 14.6621 12.1582 11.6561
N 13.8094 12.9241 12.4278
C 11.1911 14.5636 15.0643
C 9.9166 13.7534 15.2533
C 9.1624 13.8788 16.3904
C 7.8868 13.2744 16.4851
C 7.4495 12.5697 15.3986
C 8.3187 12.4215 14.3010
N 9.5442 12.9361 14.2595
H 13.5213 13.4980 16.4962
H 11.8380 12.9722 16.6253
H 13.9438 11.1688 16.5142
H 13.6952 11.4020 14.8103
H 12.8020 9.4383 17.4070
H 10.7550 7.9316 17.5442
H 8.9493 8.3289 15.8524
H 9.2545 9.9648 14.0714
H 14.0317 14.8380 15.0507
H 13.0138 15.4821 13.8087
H 16.0572 14.8262 13.9626
H 17.5688 13.7054 12.4170
H 16.6344 11.7523 10.9786
H 14.1670 11.3526 11.1239
H 10.9908 15.2869 14.2795
H 11.4225 15.1444 15.9643
H 9.5227 14.5525 17.1629
H 7.2397 13.4440 17.3513
H 6.4454 12.1650 15.3621
H 7.9352 11.8920 13.4265
N 12.7022 12.1002 8.3490
C 12.7807 10.6977 8.3778
C 13.0004 9.6938 7.3289
C 12.7433 8.4053 7.6654
C 12.3003 8.0272 8.9746
C 12.1232 8.9744 9.9444
C 12.3584 10.3489 9.6336
N 12.0673 11.4463 10.3920
C 12.2507 12.4626 9.5803
C 11.8545 13.8380 9.9056
C 11.7347 14.8133 8.9707
S 10.8535 16.1278 9.6326
C 10.7895 15.2861 11.1486
N 11.3012 14.0976 11.1360
H 12.9877 12.7598 7.6327
H 13.3808 10.0323 6.4036
H 12.8184 7.6387 6.9244
H 12.1078 6.9979 9.2128
H 11.7685 8.6092 10.9208
H 12.0786 14.7846 7.9638
H 10.2868 15.6897 12.0288
C 13.9063 6.7046 13.5318
C 14.6073 8.0446 13.3013
C 15.5951 8.3294 14.5153
C 15.3052 8.0011 11.9364
C 13.6331 9.1383 13.2177
C 12.7860 9.9950 13.0217
H 14.5956 5.8660 13.6067
H 13.2367 6.5317 12.7642
H 13.3705 6.7187 14.4858
H 16.3615 7.5083 14.7217
H 15.0519 8.6035 15.4644
H 16.2087 9.2049 14.2776
H 16.0819 7.1974 11.9800
H 15.8041 8.9415 11.7216
H 14.5972 7.7097 11.1793
Se 8.0473 11.5212 9.1467
C 8.9344 11.3569 10.6693
N 9.4557 11.3412 11.7408
```

**Total charge**: +1
**Multiplicity**: 5
**E_HOMO (spin up / spin down)**: -9.78 / -9.79 eV

=====

Density functional theory data (wB97M-V/def2-TZVPD) for a molecular structure, C36H36IO5OsP2 in a non-equilibrium geometry.

Structure (XYZ):
```
81
Properties=species:S:1:pos:R:3
Os -2.1299 -3.5233 2.7114
O -5.3966 -1.8788 4.5688
C -4.6456 -2.7060 4.1320
O -3.3435 -2.7011 4.0984
C -5.2288 -4.0993 3.6286
C -4.3939 -5.2639 4.1197
C -5.0577 -6.6188 3.9925
C -5.0940 -6.8085 2.4304
C -4.3484 -5.5724 1.8933
O -3.3415 -5.2967 2.9994
C -5.1930 -4.3342 2.0471
C -4.6018 -3.1678 1.1130
O -5.2908 -2.6401 0.2872
O -3.3542 -2.7519 1.3715
H -6.2629 -4.3650 3.9094
H -3.9058 -5.2653 5.1177
H -6.0079 -6.6034 4.5326
H -4.4883 -7.3853 4.4973
H -6.0862 -7.0724 2.0125
H -4.4275 -7.6830 2.2187
H -3.7793 -5.7732 0.9710
H -6.2317 -4.4940 1.6650
C -0.5395 0.1686 -1.5001
C -0.7050 1.4540 -0.6652
P 0.7258 2.6308 -0.6628
C 1.2690 2.9763 0.9960
C 0.3251 3.3068 1.9800
C 0.7279 3.9067 3.2189
C 2.0888 4.1261 3.3744
C 3.0477 3.8521 2.3731
C 2.6567 3.1156 1.2754
C 0.5974 4.1898 -1.5432
C -0.6161 4.9032 -1.5079
C -0.6954 6.1431 -2.1672
C 0.3773 6.5674 -2.9791
C 1.5620 5.8728 -2.9809
C 1.7394 4.7829 -2.1069
C 0.8926 -0.3090 -1.6095
P 2.1072 1.0204 -1.8146
C 3.5238 0.1733 -1.2044
C 3.5497 -0.1877 0.1773
C 4.4460 -1.1534 0.5731
C 5.3192 -1.7616 -0.3020
C 5.4731 -1.1560 -1.5646
C 4.5634 -0.2491 -2.0494
C 2.4227 1.3340 -3.5753
C 1.6381 0.7723 -4.5817
C 1.7618 1.2140 -5.9097
C 2.6146 2.2740 -6.1647
C 3.5410 2.7516 -5.1940
C 3.4341 2.2560 -3.9240
H -1.0407 0.3988 -2.4372
H -1.1144 -0.6527 -0.9768
H -0.9717 1.1360 0.3490
H -1.5460 2.0518 -1.0154
H -0.7175 3.1424 1.8190
H 0.0228 4.2277 3.9866
H 2.4265 4.6625 4.2487
H 4.0339 4.2721 2.5322
H 3.3250 2.6532 0.5187
H -1.3906 4.3549 -0.9925
H -1.6108 6.7373 -2.0778
H 0.1778 7.3846 -3.6774
H 2.3656 6.0613 -3.7190
H 2.7004 4.2422 -2.0259
H 0.9959 -1.0350 -2.4330
H 1.1407 -0.8004 -0.6654
H 2.8678 0.2136 0.9083
H 4.5575 -1.4284 1.5990
H 6.0488 -2.4940 -0.0069
H 6.2884 -1.4757 -2.2328
H 4.6587 0.0959 -3.1077
H 1.0448 -0.1451 -4.4565
H 1.0696 0.8366 -6.7070
H 2.5622 2.8223 -7.1050
H 4.2956 3.4098 -5.5677
H 4.1567 2.4297 -3.1195
I -0.6480 -4.3268 0.8354
C -0.6631 -2.7661 3.5140
H -0.1597 -3.1590 4.4426
H -0.1159 -1.8203 3.2915
```

**Total charge**: +1
**Multiplicity**: 5
**E_HOMO (spin up / spin down)**: -8.25 / -10.88 eV
**Relative energy (zero: lowest compared OMol25 entry of this formula, charge and spin)**: 20.97 kcal/mol

=====

Density functional theory data (wB97M-V/def2-TZVPD) for a molecular structure, C36H36InN3O3S5.

Structure (XYZ):
```
84
Properties=species:S:1:pos:R:3
In -0.3540 -0.1990 -0.1940
S 2.1006 0.0388 -0.7780
C 2.2420 1.5736 -1.4717
N 3.4004 2.0367 -1.8635
C 3.5179 3.3336 -2.5497
C 2.3132 3.5114 -3.4258
N 1.1132 3.4081 -2.5850
C 0.0794 4.4440 -2.8338
C 0.6088 5.7957 -2.4341
C 0.8732 6.0685 -1.0934
C 1.3804 7.3026 -0.7234
C 1.6203 8.2734 -1.6893
C 1.3511 8.0090 -3.0223
C 0.8483 6.7689 -3.3955
C 1.0248 2.4955 -1.6506
S -0.3023 2.3538 -0.6267
C 4.6635 1.2974 -1.7066
C 5.0855 0.6479 -3.0051
C 6.4291 0.6385 -3.3559
C 6.8433 0.0141 -4.5245
C 5.9152 -0.5916 -5.3569
C 4.5687 -0.5751 -5.0169
C 4.1557 0.0364 -3.8428
H 4.4316 3.3093 -3.1406
H 3.5919 4.1280 -1.8025
H 2.2710 2.7480 -4.2068
H 2.3136 4.4955 -3.8881
H -0.8130 4.1668 -2.2795
H -0.1460 4.4064 -3.9007
H 0.6624 5.3231 -0.3341
H 1.5744 7.5167 0.3185
H 2.0061 9.2403 -1.3978
H 1.5260 8.7673 -3.7729
H 0.6257 6.5687 -4.4374
H 4.5342 0.5674 -0.9098
H 5.4105 2.0207 -1.3774
H 7.1595 1.1184 -2.7161
H 7.8915 0.0132 -4.7890
H 6.2374 -1.0623 -6.2754
H 3.8397 -1.0272 -5.6772
H 3.1013 0.0430 -3.5878
O -2.3190 -0.0875 -0.3520
C -3.1159 -0.7946 0.6008
C -2.4375 -0.6803 1.9591
C -2.8182 -0.0301 3.0774
C -1.7921 0.0402 4.0840
C -0.6299 -0.5288 3.7085
S -0.8046 -1.3068 2.1672
C -4.4506 -0.0965 0.6424
C -5.6845 -0.6532 0.7803
C -6.7229 0.3186 0.8096
C -6.2469 1.5863 0.6897
S -4.5434 1.6182 0.5272
C -3.2767 -2.2362 0.2000
C -3.3440 -3.3372 0.9995
C -3.6208 -4.5276 0.2704
C -3.7606 -4.2903 -1.0600
S -3.5810 -2.6337 -1.4433
H -3.7932 0.4225 3.1826
H -1.9343 0.5058 5.0480
H 0.2799 -0.6500 4.2721
H -5.8480 -1.7182 0.8591
H -7.7705 0.0797 0.9094
H -6.8092 2.5051 0.6680
H -3.2217 -3.3039 2.0732
H -3.7079 -5.5054 0.7181
H -3.9574 -5.0058 -1.8408
O -0.4488 -4.1753 -1.6129
C 0.2670 -3.1973 -1.4547
O 0.0694 -2.2390 -0.6360
C 1.5894 -3.1951 -2.2400
N 1.4912 -4.3618 -3.1941
C 2.7393 -5.2047 -3.0773
C 3.7162 -4.3072 -2.3310
C 2.8116 -3.5287 -1.3803
H 1.7363 -2.2765 -2.8093
H 1.3203 -4.0609 -4.1494
H 0.6215 -4.8348 -2.8420
H 3.0638 -5.5034 -4.0698
H 2.4772 -6.0935 -2.5074
H 4.2132 -3.6285 -3.0279
H 4.4800 -4.8864 -1.8177
H 3.2767 -2.6304 -0.9834
H 2.5096 -4.1552 -0.5382
```

**Total charge**: +2
**E_HOMO**: -12.26 eV

=====

| no. | calculated total energy (eV) |
| --- | --- |
| 1 | -151814.6527 |
| 2 | -77287.2157 |
| 3 | -107866.8798 |